DFT (the ωB97M-V functional and the def2-TZVPD basis) results for C15H23NO3 as an isolated structure.

Last column: Mulliken charge in e.
Cartesian coordinates (Å):
C (-1.7656, -3.0584, -0.2727)  -1.73
C (-1.8146, -1.5971, -0.1133)  0.79
C (-1.8647, -0.9817, 1.0850)  -0.28
C (-2.1303, 0.3552, 1.3774)  -1.14
H (-1.1927, 0.6317, 1.5433)  0.38
H (-2.9186, 0.4352, 2.3006)  0.39
C (-2.8104, 1.0281, 0.3562)  0.27
C (-4.2322, 0.9600, -0.0971)  0.24
O (-4.8252, 0.5991, -1.0672)  -0.55
O (-4.8433, 1.1940, 1.1366)  -0.50
H (-5.8932, 1.3141, 1.0269)  0.36
H (-2.6939, 2.3261, 0.2617)  0.36
C (-1.9392, 0.5765, -1.1979)  -0.74
C (-2.0758, -0.6543, -1.3096)  -0.90
H (-3.0962, -0.9387, -1.9058)  0.26
H (-1.4343, -1.0883, -1.9695)  0.72
C (-0.4914, 1.1112, -0.9008)  0.50
O (-0.2880, 2.3789, -1.1105)  -0.84
N (0.4864, 0.4765, -0.6062)  0.35
H (0.0462, -0.5105, -0.1718)  0.22
C (1.7296, 0.6818, -0.4087)  -0.65
C (2.0227, 0.6011, 1.3126)  -0.69
C (3.6056, 0.9559, 1.4432)  -0.78
C (4.4416, 0.0207, 0.6829)  -1.10
C (4.1382, 0.3195, -1.2035)  -1.79
C (2.7553, -0.1695, -1.2033)  -1.10
H (2.4218, -0.2287, -2.2450)  0.43
H (2.5333, -1.0809, -0.9766)  0.80
H (4.6911, -0.5264, -1.4714)  0.32
H (4.3536, 1.1461, -1.1847)  1.01
H (4.3904, -0.9671, 0.7397)  0.61
H (5.5203, 0.2105, 0.5410)  0.37
H (3.8123, 1.9329, 1.1665)  0.48
H (3.8410, 0.5660, 2.4171)  0.39
H (1.9173, -0.5971, 1.4528)  0.29
H (1.5516, 1.3547, 1.8080)  0.55
H (1.9239, 1.7434, -0.7748)  0.46
H (-2.4042, 1.3267, -1.6572)  0.92
H (-1.9507, -1.6706, 1.9942)  0.22
H (-1.8663, -3.4817, 0.6723)  0.46
H (-0.8415, -3.3369, -0.7870)  0.31
H (-2.8095, -3.3579, -0.6832)  0.30

Atomic forces in eV per Å
C -1.848 0.476 -1.541
C -1.599 2.915 1.198
C -0.977 -6.827 0.365
C -5.870 0.329 4.198
H 3.705 3.054 1.528
H 2.548 -0.266 -1.345
C 1.807 6.022 -8.340
C -0.756 -1.992 4.006
O 0.480 0.876 -0.391
O -4.258 0.917 -1.135
H 3.332 -0.581 0.156
H 0.135 -3.709 0.770
C 3.824 12.520 8.242
C -4.890 -15.151 -2.549
H 1.843 0.323 1.843
H 2.323 -1.029 -2.746
C -6.299 10.765 -4.301
O -1.495 -2.085 0.280
N -3.177 -13.120 2.884
H 2.035 2.244 -1.365
C 8.265 4.322 2.959
C 4.418 -3.631 -5.758
C -2.385 -3.976 0.819
C 2.142 4.350 -6.104
C -4.369 -17.060 6.204
C -2.167 5.705 -2.587
H -0.582 0.695 -0.413
H -0.003 -6.141 2.135
H 1.782 -0.192 -1.341
H 4.086 15.495 -0.945
H -1.049 -4.264 0.802
H -0.331 0.497 1.115
H 0.337 1.990 0.195
H 0.162 1.360 1.399
H -0.290 3.055 0.566
H -2.228 1.321 1.575
H -0.154 -0.900 0.908
H -1.434 2.273 -3.171
H 0.844 0.807 -1.196
H 0.635 -0.910 1.824
H -0.622 -0.640 -0.299
H 2.080 0.160 -0.445

HOMO: -0.306 Eh
Lowest unoccupied orbital energy: 0.53 eV
Kohn-Sham gap: 8.84 eV
E: -23547.9949 eV
Net charge: 0
Energy relative to the best compared isomer or geometry (same formula, charge and spin): 1439.3 kJ/mol


DFT (the ωB97M-V functional and the def2-TZVPD basis) results for C12H11BrN2O7V as an isolated structure.

Last column: Mulliken charge in e.
Cartesian coordinates (Å):
V (-0.2018, 0.4224, -0.5386)  1.13
O (-1.3831, 0.0428, 3.3458)  -0.36
C (-0.9344, 0.4681, 2.2304)  0.38
O (-0.5427, -0.2749, 1.3057)  -0.42
C (-0.9274, 1.9713, 2.1157)  -0.41
O (-0.4516, 2.3372, 0.7970)  -0.36
C (-1.2506, 3.3067, 0.1473)  -0.32
C (-2.3132, 2.6718, -0.7262)  0.49
O (-3.2514, 2.8445, -1.3241)  -0.10
O (-1.6464, 1.0360, -0.7995)  -0.24
H (-1.3980, -0.9300, 3.4429)  0.44
H (-0.2654, 2.3955, 2.8716)  0.43
H (-1.9443, 2.3302, 2.2923)  0.54
H (-0.6288, 3.9120, -0.5182)  0.39
H (-1.7783, 3.9706, 0.8363)  0.56
Br (2.0391, 0.1873, 2.9367)  0.04
C (2.7761, 0.6192, 1.2640)  0.56
C (4.1618, 0.8102, 1.3038)  -0.71
C (4.8558, 1.1236, 0.1613)  -0.44
C (4.1325, 1.2486, -1.0220)  -0.90
C (2.7755, 1.0485, -0.9671)  1.11
N (2.0476, 0.7268, 0.1429)  0.25
C (2.0380, 1.1969, -2.2205)  0.05
O (2.3193, 1.3841, -3.3255)  -0.29
O (0.5682, 1.0552, -1.8711)  -0.60
H (4.6668, 0.7032, 2.2541)  0.45
H (5.9279, 1.2718, 0.1809)  0.51
H (4.5977, 1.4945, -1.9679)  0.50
C (-0.7630, -3.7663, -2.2742)  -0.90
C (-0.5694, -2.4583, -1.6951)  0.45
N (-0.4129, -1.4135, -1.2391)  -0.24
H (-1.7974, -3.8615, -2.6144)  0.34
H (-0.5553, -4.5364, -1.5280)  0.34
H (-0.0914, -3.8906, -3.1268)  0.34

Atomic forces in eV per Å
V 0.234 -0.213 0.281
O -0.024 0.038 0.079
C 0.117 -0.167 -0.061
O -0.130 0.428 -0.159
C -0.029 -0.099 -0.074
O -0.025 0.099 0.161
C 0.080 -0.100 0.003
C -0.145 0.560 0.016
O -0.011 -0.100 -0.017
O -0.495 -0.523 -0.253
H 0.013 -0.040 -0.017
H 0.028 -0.016 0.021
H 0.006 0.027 0.016
H 0.027 -0.027 -0.019
H 0.059 0.016 0.045
Br -0.089 0.023 -0.007
C -0.138 -0.056 -0.127
C 0.060 -0.007 0.059
C 0.062 0.010 -0.005
C -0.053 -0.018 -0.008
C 0.035 0.002 0.141
N 0.233 0.016 -0.076
C -0.200 -0.081 0.024
O -0.012 0.020 -0.097
O 0.245 0.193 -0.046
H 0.025 0.007 -0.015
H 0.000 -0.002 0.011
H 0.012 0.006 0.004
C -0.025 0.043 -0.003
C -0.023 -0.201 -0.108
N 0.132 0.024 0.161
H -0.022 0.052 0.017
H 0.021 0.038 0.051
H 0.032 0.048 0.002

HOMO: -0.713 Eh
Lowest unoccupied orbital energy: -13.15 eV
Kohn-Sham gap: 6.24 eV
E: -125635.4361 eV
Net charge: +3
Energy relative to the best compared isomer or geometry (same formula, charge and spin): 115.9 kJ/mol


DFT (the ωB97M-V functional and the def2-TZVPD basis) results for one molecule with the formula C5H13N3O2.

Last column: Mulliken charge in e.
Cartesian coordinates (Å):
C (2.1283, -0.1162, -0.2194)  -1.92
C (0.1743, 0.2952, -1.9106)  -1.56
C (0.7142, 0.4194, -0.3567)  1.30
C (0.5796, 1.7871, -0.4651)  -0.79
H (2.5467, 0.2143, 0.7300)  0.41
H (2.1144, -1.2031, -0.2478)  0.38
H (0.7326, 0.8373, -2.6739)  0.40
H (0.3690, -0.7679, -2.0545)  0.43
H (-0.8942, 0.4761, -1.9700)  0.44
H (2.7657, 0.2468, -1.0293)  0.48
H (1.4542, 2.4264, -0.3949)  0.30
H (-0.3876, 2.2592, -0.5225)  0.35
N (-1.8432, -0.1087, 0.5194)  -0.20
C (-0.3818, -0.5494, 0.7173)  1.10
N (-0.3203, -1.8731, 0.1416)  -0.56
O (-1.9001, 1.3424, 0.6874)  -0.47
O (-2.5297, -0.6357, 1.6125)  -0.41
N (0.0372, -0.3551, 1.9757)  -1.10
H (-2.8345, 1.5171, 0.5117)  0.34
H (-1.8612, -0.5309, 2.3488)  0.40
H (-0.3005, -2.5770, 0.8655)  0.25
H (-1.0617, -2.0347, -0.5293)  0.21
H (0.6987, -1.0694, 2.2639)  0.23

Atomic forces in eV per Å
C -0.264 0.111 0.182
C -0.216 -0.791 0.455
C -0.441 0.501 -1.052
C 0.358 0.032 0.946
H 0.035 -0.051 0.007
H 0.014 -0.048 0.019
H -0.019 0.111 0.172
H -0.015 -0.136 -0.116
H 0.000 0.079 -0.034
H -0.049 0.025 0.012
H 0.091 0.187 -0.034
H -0.056 -0.094 -0.317
N 0.134 0.709 -0.239
C -0.312 -0.581 0.978
N 0.397 0.477 -0.258
O 0.111 -0.552 -0.007
O 0.531 0.138 -0.007
N -0.030 0.015 -0.525
H 0.091 -0.100 0.020
H -0.161 -0.034 -0.290
H -0.160 0.062 -0.077
H -0.025 -0.057 0.245
H -0.015 -0.003 -0.079

HOMO (alpha / beta): -0.277 / -0.277 Eh
Lowest unoccupied orbital energy (alpha / beta): -0.93 / -0.93 eV
Kohn-Sham gap (alpha / beta): 6.61 / 6.62 eV
E: -13953.8502 eV
Net charge: 0
Energy relative to the best compared isomer or geometry (same formula, charge and spin): 789.6 kJ/mol


DFT (the ωB97M-V functional and the def2-TZVPD basis) results for C22H14AuN2O3PS3 as an isolated structure.

Last column: Mulliken charge in e.
Cartesian coordinates (Å):
Au (0.5121, 0.3319, -2.3736)  0.43
O (4.4674, -1.1364, -2.0037)  -0.69
S (3.1521, -0.8626, -1.5262)  1.42
O (2.5865, 0.4633, -2.0164)  -0.66
O (2.1640, -1.9130, -1.6955)  -0.63
C (3.1284, -0.5785, 0.2165)  0.32
C (4.2826, -0.4961, 0.9680)  -0.40
C (4.1850, -0.3478, 2.3459)  -0.55
C (2.9403, -0.2868, 2.9520)  -0.83
C (1.7844, -0.3412, 2.1836)  0.14
C (1.8660, -0.4796, 0.8006)  -0.47
P (0.3023, -0.4817, -0.1421)  0.43
C (-0.5306, -2.0330, 0.2621)  1.26
C (-1.8115, -2.3103, -0.2184)  -0.13
C (-2.4373, -3.4986, 0.1189)  -0.87
C (-1.7863, -4.4297, 0.9148)  -0.49
C (-0.4984, -4.1779, 1.3598)  -0.78
C (0.1309, -2.9864, 1.0352)  -0.54
C (-0.6005, 0.9440, 0.5402)  0.77
C (-1.9849, 1.0451, 0.3905)  -0.25
C (-2.6474, 2.2102, 0.7388)  -0.74
C (-1.9345, 3.2973, 1.2246)  -0.51
C (-0.5579, 3.2121, 1.3626)  -0.81
C (0.1092, 2.0462, 1.0190)  -0.30
H (5.2406, -0.5712, 0.4712)  0.52
H (5.0832, -0.2892, 2.9458)  0.41
H (2.8614, -0.1941, 4.0267)  0.42
H (0.8182, -0.2676, 2.6675)  0.55
H (-2.3152, -1.6207, -0.8797)  0.05
H (-3.4332, -3.6990, -0.2526)  0.43
H (-2.2778, -5.3579, 1.1748)  0.38
H (0.0270, -4.9121, 1.9555)  0.42
H (1.1425, -2.8134, 1.3724)  0.39
H (-2.5602, 0.2204, -0.0038)  0.20
H (-3.7199, 2.2702, 0.6108)  0.45
H (-2.4511, 4.2122, 1.4821)  0.41
H (0.0075, 4.0600, 1.7253)  0.41
H (1.1869, 2.0160, 1.1026)  0.40
S (-1.6521, 0.0240, -2.8819)  -0.28
C (-2.1410, 1.6861, -3.1504)  0.31
C (-3.5310, 1.9509, -2.9779)  -0.21
N (-4.6597, 2.1254, -2.8418)  -0.46
C (-1.2446, 2.6309, -3.5152)  1.01
S (0.4681, 2.3412, -3.5988)  -0.38
C (-1.6692, 3.9608, -3.8312)  -0.16
N (-2.0027, 5.0366, -4.0587)  -0.40

Atomic forces in eV per Å
Au 0.370 0.467 0.753
O 0.196 0.488 0.206
S -0.298 -0.520 -0.111
O 0.105 -0.123 -0.399
O 0.049 -0.003 -0.111
C -0.051 -0.069 -0.062
C 0.047 -0.073 0.052
C 0.025 0.002 -0.037
C -0.049 -0.013 -0.021
C 0.043 0.055 0.033
C -0.089 0.073 0.145
P -0.063 -0.128 -0.071
C 0.056 -0.043 -0.027
C 0.011 -0.002 -0.032
C -0.003 -0.003 -0.004
C -0.012 -0.010 0.002
C 0.009 0.012 -0.010
C 0.000 -0.007 -0.014
C -0.089 -0.014 0.005
C -0.032 -0.093 0.113
C 0.011 0.010 -0.007
C -0.014 -0.005 -0.003
C 0.006 0.001 -0.005
C 0.021 0.049 -0.103
H 0.000 -0.003 -0.009
H 0.006 -0.007 0.000
H 0.002 0.015 0.004
H -0.011 -0.005 -0.009
H -0.007 0.017 0.026
H -0.001 -0.007 -0.006
H 0.000 -0.004 -0.006
H -0.003 -0.001 0.008
H 0.003 0.006 0.008
H 0.013 0.005 0.030
H -0.002 0.009 0.000
H 0.001 0.003 0.004
H -0.001 0.004 0.005
H 0.014 -0.024 0.004
S -0.365 0.054 0.019
C 0.182 -0.014 -0.004
C -0.047 0.045 -0.138
N -0.005 -0.009 0.086
C 0.002 -0.110 -0.022
S 0.015 -0.042 -0.246
C -0.059 -0.003 -0.022
N 0.017 0.021 -0.025

HOMO: -0.315 Eh
Lowest unoccupied orbital energy: -2.29 eV
Kohn-Sham gap: 6.28 eV
E: -77649.8242 eV
Net charge: 0
Energy relative to the best compared isomer or geometry (same formula, charge and spin): 0.0 kJ/mol


DFT (the ωB97M-V functional and the def2-TZVPD basis) results for an isolated ion of composition CH2O3P2 and charge -2.

Last column: Mulliken charge in e.
Cartesian coordinates (Å):
C (-0.3111, -1.1327, -1.2752)  -0.90
O (-2.2674, 0.1858, -0.1450)  -0.79
O (0.1284, 1.1149, -0.1558)  -0.21
O (-0.7010, -0.7449, 1.6115)  -0.80
P (1.5270, 1.8357, -0.0670)  -0.32
P (-0.8837, -0.3590, 0.1128)  0.96
H (0.3341, -1.9640, -0.8936)  0.11
H (2.1737, 1.0641, 0.8124)  -0.04

Atomic forces in eV per Å
C 1.222 -1.919 -0.856
O -0.081 0.217 0.020
O 0.249 0.673 0.184
O 0.819 0.135 -2.067
P -1.466 1.073 -1.416
P -2.037 1.167 2.725
H 0.009 0.065 -0.246
H 1.285 -1.410 1.656

HOMO (alpha / beta): 0.043 / 0.042 Eh
Lowest unoccupied orbital energy (alpha / beta): 7.10 / 7.25 eV
Kohn-Sham gap (alpha / beta): 5.92 / 6.10 eV
E: -25786.0291 eV
Net charge: -2
Energy relative to the best compared isomer or geometry (same formula, charge and spin): 375.3 kJ/mol


> Look up the net charge of the second one.

+3


> Among the records above, which one has the highest net charge?

C12H11BrN2O7V


> What is the energy relative to the best compared isomer or geometry (same formula, charge and spin) in the second record?

115.9 kJ/mol